Entry from OMol25: a 11-piece molecular cluster, C20H48Cl2F12N5O10 overall at a distorted geometry (ωB97M-V with the def2-TZVPD basis set).

frontier orbital gap: 7.07 eV
highest occupied orbital energy: -16.46 eV
energy above the lowest of the compared OMol25 structures with the same formula, charge and spin: 63.6 kJ/mol
total charge: +3
LUMO: -9.39 eV
max |F|: 2.57 eV/A

Cartesian coordinates (Å):
N (-1.46720, -3.01186, -2.81154)
H (-1.66279, -4.00948, -2.86912)
H (-0.54740, -2.74913, -3.18079)
H (-1.55141, -2.54070, -1.86354)
H (-2.16579, -2.47215, -3.31673)
N (-1.54638, 1.34237, -4.44208)
H (-0.80537, 1.14829, -5.12687)
H (-1.18688, 1.40327, -3.45105)
H (-2.24785, 0.61471, -4.48863)
H (-1.98295, 2.22126, -4.73436)
N (-2.34162, 3.59777, -0.15032)
H (-2.43292, 4.36309, -0.82999)
H (-1.71943, 3.84670, 0.61682)
H (-1.89045, 2.81043, -0.69648)
H (-3.29004, 3.38120, 0.14487)
N (-4.26464, -2.81229, 0.41229)
H (-4.51850, -2.05277, 1.04134)
H (-3.25763, -2.61381, 0.13433)
H (-4.83788, -2.72475, -0.42514)
H (-4.34346, -3.77122, 0.78078)
N (-3.82247, 0.50087, -1.70435)
H (-2.86735, 0.91438, -1.48921)
H (-3.74671, 0.13996, -2.65601)
H (-4.59779, 1.16147, -1.81536)
H (-4.00867, -0.33455, -1.15500)
O (-1.75322, -1.81903, -0.33955)
C (-1.05461, -0.64848, 0.07646)
C (-0.46886, 0.44758, -0.89382)
O (-1.24747, 1.42199, -1.57883)
H (-0.14853, -1.07719, 0.52566)
H (-1.56912, -0.17779, 0.92958)
H (0.21308, -0.03644, -1.60760)
H (0.19388, 1.05407, -0.26249)
C (-1.60499, -1.59041, 4.57931)
C (-2.12622, -2.53789, 3.51029)
O (-2.94846, -3.52870, 4.15814)
C (-3.35249, -4.59793, 3.52648)
O (-3.08311, -4.84099, 2.37414)
C (-4.26536, -5.45406, 4.42737)
F (-4.07494, -6.72779, 4.14669)
F (-4.01963, -5.22173, 5.71113)
F (-5.55054, -5.13849, 4.23362)
H (-0.84391, -2.10339, 5.16872)
H (-2.31498, -1.24654, 5.33246)
H (-1.12775, -0.70515, 4.16256)
H (-1.23961, -3.08352, 3.18855)
H (-2.71259, -2.04492, 2.73620)
C (6.44561, 1.51298, 3.05071)
C (5.06876, 1.35644, 3.69656)
O (4.08065, 0.92865, 2.74309)
C (2.81678, 1.11124, 3.10756)
O (2.41674, 1.91330, 3.88159)
C (1.85631, 0.12600, 2.36424)
F (0.99801, 0.84373, 1.62019)
F (2.46170, -0.72853, 1.56230)
F (1.16078, -0.49520, 3.31423)
H (6.26845, 2.16322, 2.18724)
H (6.91135, 0.58985, 2.72104)
H (7.10523, 2.14630, 3.64037)
H (4.77981, 2.33459, 4.08289)
H (5.05530, 0.69170, 4.56135)
C (3.33595, -0.70087, -1.10061)
C (3.54673, -1.66959, -2.24712)
O (3.22118, -0.97734, -3.44997)
C (1.99320, -1.07744, -3.85075)
O (1.22147, -1.93501, -3.49635)
C (1.50265, 0.07143, -4.74310)
F (0.49910, -0.35534, -5.54608)
F (1.01387, 1.05816, -3.97408)
F (2.44343, 0.56700, -5.51655)
H (3.54076, -0.97023, -0.06825)
H (2.26847, -0.42404, -1.07919)
H (3.75308, 0.27740, -1.35003)
H (2.96926, -2.59017, -2.16493)
H (4.57418, -2.03018, -2.27571)
C (2.36094, 4.13382, -2.01170)
C (0.93808, 4.39148, -1.57920)
O (0.97029, 5.73498, -1.06817)
C (-0.12907, 6.34776, -0.69454)
O (-1.23066, 6.00041, -1.06662)
C (0.14263, 7.63148, 0.08023)
F (-0.75287, 7.82744, 1.03752)
F (1.38286, 7.69135, 0.50122)
F (-0.05650, 8.64005, -0.79712)
H (3.07492, 4.39006, -1.23619)
H (2.58024, 4.67118, -2.93377)
H (2.41786, 3.08174, -2.30955)
H (0.58339, 3.71594, -0.79323)
H (0.24210, 4.21692, -2.40421)
Cl (2.78065, -4.42584, 0.14404)
C (1.30920, -3.44512, 0.04119)
C (0.19856, -4.02526, 0.89575)
Cl (-0.27663, -5.63419, 0.30859)
H (0.97758, -3.41311, -0.99819)
H (1.56048, -2.42356, 0.32418)
H (-0.67137, -3.36689, 0.92632)
H (0.49148, -4.17490, 1.93395)